This record from the Open Molecules 2025 dataset describes C4H5N3O3 in the gas phase at a distorted geometry. The level of theory is wB97M-V/def2-TZVPD.

Cartesian coordinates (Å):
O (2.1354, 1.9591, 0.2859)
N (2.1882, 0.7832, 0.3299)
O (3.0990, 0.2256, 0.8430)
C (1.0585, -0.0509, -0.2071)
C (0.1137, -0.3022, 0.9475)
C (-1.0394, 0.6806, 1.0353)
N (-1.2396, 1.4335, -0.0041)
O (-2.1472, 2.3448, -0.2094)
C (-0.5473, 1.2893, -1.1708)
N (0.4671, 0.5264, -1.3607)
H (1.6287, -0.9239, -0.6645)
H (-0.2917, -1.3426, 1.0606)
H (0.5625, -0.1501, 1.8615)
H (-1.5223, 0.8289, 2.0166)
H (-0.9304, 1.8493, -2.0834)

Atomic forces in eV per Å
O -1.30 3.09 -0.73
N -0.03 0.09 -0.21
O 1.56 -2.46 0.93
C 0.72 -2.44 -1.07
C -2.10 -0.91 -0.50
C 0.98 -0.01 -0.39
N -2.88 1.59 1.44
O 0.14 -0.36 1.28
C 2.84 -1.56 -4.23
N -1.09 2.17 0.00
H -0.90 0.57 1.47
H 0.39 0.70 -0.67
H 1.72 0.12 2.03
H -0.16 0.12 -1.10
H 0.10 -0.72 1.76

Values from the calculation:
* structure (SMILES): O=[N+]([O-])[C@H]1CC=[N+]([O-])C=N1
* energy relative to the best compared isomer or geometry (same formula, charge and spin): 729.1 kJ/mol
* lowest unoccupied orbital energy (alpha / beta): -0.94 / -0.94 eV